Entry 1:
{
  "formula": "C14H31BCl16N3O2",
  "method": "the ωB97M-V functional and the def2-TZVPD basis",
  "gap_ev": 6.69,
  "charge": 1,
  "e_homo_ev": -12.02,
  "energy_ev": -224612.4692,
  "lumo_ev": -5.34,
  "symbols": ["C", "C", "O", "B", "O", "C", "C", "C", "N", "C", "N", "N", "H", "H", "H", "H", "H", "H", "H", "H", "H", "H", "H", "H", "H", "H", "H", "C", "Cl", "Cl", "H", "H", "C", "Cl", "Cl", "H", "H", "C", "Cl", "Cl", "H", "H", "C", "Cl", "Cl", "H", "H", "C", "Cl", "Cl", "H", "H", "C", "Cl", "Cl", "H", "H", "C", "Cl", "Cl", "H", "H", "C", "Cl", "Cl", "H", "H"],
  "xyz": [[4.057, -0.066, 4.198], [3.571, -0.594, 2.722], [3.099, -1.987, 2.681], [2.186, -2.306, 3.796], [2.467, -3.536, 4.586], [0.916, -1.363, 4.247], [-0.291, -2.210, 5.038], [-1.195, -1.086, 5.808], [-1.562, 0.133, 5.004], [-0.933, 0.183, 3.637], [-1.441, 1.149, 2.758], [0.218, -0.642, 3.115], [3.176, 0.475, 4.789], [4.863, 0.796, 4.014], [4.615, -0.875, 4.851], [4.466, -0.486, 1.942], [2.713, 0.113, 2.347], [2.406, -3.257, 5.566], [1.252, -0.529, 5.031], [-0.924, -2.859, 4.267], [0.222, -2.910, 5.851], [-0.541, -0.700, 6.728], [-2.174, -1.546, 6.312], [-1.239, 1.019, 5.495], [-2.123, 0.945, 1.995], [-1.030, 2.126, 2.845], [-0.153, -1.371, 2.434], [1.620, -0.056, -0.758], [-0.110, -0.025, -1.117], [2.083, 1.315, 0.258], [1.859, -0.984, -0.234], [2.179, -0.008, -1.696], [-3.791, 2.679, 5.387], [-3.150, 4.158, 4.660], [-5.546, 2.771, 5.575], [-3.546, 1.831, 4.742], [-3.335, 2.538, 6.370], [-2.036, 3.324, -1.668], [-1.992, 2.945, 0.059], [-3.568, 2.818, -2.391], [-1.919, 4.402, -1.798], [-1.217, 2.801, -2.168], [-0.953, -2.779, -3.113], [0.547, -3.716, -3.089], [-2.365, -3.842, -3.156], [-1.000, -2.160, -2.214], [-0.960, -2.142, -4.001], [-2.251, 6.197, -4.651], [-2.303, 6.403, -2.896], [-0.783, 5.347, -5.148], [-3.122, 5.617, -4.966], [-2.271, 7.180, -5.126], [-2.986, -7.316, -4.165], [-2.083, -8.814, -3.909], [-4.702, -7.537, -3.803], [-2.581, -6.541, -3.509], [-2.879, -7.009, -5.208], [2.128, 0.856, -5.102], [2.539, -0.588, -4.167], [0.716, 1.673, -4.422], [2.978, 1.542, -5.088], [1.908, 0.562, -6.131], [3.328, 1.635, -8.803], [3.739, 0.191, -7.869], [1.916, 2.452, -8.123], [4.178, 2.321, -8.790], [3.108, 1.341, -9.833]],
  "nbo_charge": [-0.692, -0.101, -0.732, 1.230, -0.896, -0.450, -0.425, -0.268, -0.573, 0.790, -0.959, -0.554, 0.196, 0.251, 0.242, 0.222, 0.194, 0.493, 0.242, 0.238, 0.258, 0.214, 0.263, 0.435, 0.468, 0.457, 0.433, -0.404, -0.039, -0.026, 0.225, 0.251, -0.413, -0.019, 0.006, 0.216, 0.213, -0.401, -0.071, -0.017, 0.245, 0.228, -0.401, -0.024, -0.030, 0.224, 0.229, -0.398, -0.026, -0.019, 0.231, 0.232, -0.402, -0.022, -0.025, 0.224, 0.223, -0.401, -0.036, -0.038, 0.228, 0.243, -0.399, -0.024, -0.024, 0.230, 0.232]
}

***

Entry 2:
{
  "formula": "C3H7N5",
  "method": "the ωB97M-V functional and the def2-TZVPD basis",
  "gap_ev": 7.60,
  "charge": 0,
  "e_homo_ev": -8.06,
  "energy_ev": -10663.3137,
  "lumo_ev": -0.46,
  "e_above_lowest_kj_mol": 1127.62,
  "symbols": ["C", "C", "C", "H", "H", "H", "H", "H", "H", "H", "N", "N", "N", "N", "N"],
  "xyz": [[0.301, -0.069, -0.193], [-0.095, -1.371, -0.377], [-1.390, -1.497, 0.225], [3.347, 0.063, -1.036], [2.958, 0.566, 1.581], [0.949, -1.990, -0.611], [-1.891, -2.417, 0.292], [-3.054, -0.225, 0.098], [-0.748, 2.226, -0.919], [-0.348, 2.236, 0.635], [2.519, -0.443, 0.177], [1.381, 0.670, 0.124], [-1.948, -0.243, 0.351], [-0.924, 0.550, -0.349], [-1.058, 1.944, 0.004]],
  "nbo_charge": [0.292, -0.372, 0.034, 0.312, 0.308, 0.269, 0.219, 0.419, 0.361, 0.361, -0.603, -0.436, -0.417, -0.109, -0.637]
}

***

Entry 3:
{
  "formula": "Cl2HNO2S",
  "method": "the ωB97M-V functional and the def2-TZVPD basis",
  "gap_ev": 9.73,
  "charge": 0,
  "e_homo_ev": -10.25,
  "energy_ev": -41477.7572,
  "lumo_ev": -0.52,
  "e_above_lowest_kj_mol": 159.59,
  "symbols": ["N", "O", "O", "S", "Cl", "Cl", "H"],
  "xyz": [[1.042, -0.229, 0.597], [-0.002, -1.468, -1.292], [0.293, 0.968, -1.501], [0.288, -0.230, -0.740], [1.658, 1.314, 0.981], [-1.908, 0.026, 0.331], [-1.372, -0.381, 1.624]],
  "nbo_charge": [-0.895, -0.844, -0.857, 2.311, 0.149, -0.219, 0.356]
}

***

Entry 4:
{
  "formula": "C6H4FN",
  "method": "the ωB97M-V functional and the def2-TZVPD basis",
  "gap_ev": 9.61,
  "charge": 0,
  "smiles": "[H]/N=C1/C#CCC(F)=C1",
  "e_homo_ev": -9.76,
  "energy_ev": -10489.2024,
  "lumo_ev": -0.15,
  "e_above_lowest_kj_mol": 373.71,
  "symbols": ["C", "C", "C", "C", "C", "C", "N", "F", "H", "H", "H", "H"],
  "xyz": [[0.540, 1.181, -0.963], [0.374, 1.676, 0.174], [-0.245, -0.857, -0.295], [0.456, -0.176, -1.424], [-0.455, -0.432, 0.950], [-0.243, 1.072, 1.374], [0.801, -0.576, -2.599], [-0.792, -1.195, 1.887], [-0.343, -1.872, -0.423], [0.350, 1.113, 2.160], [-1.175, 1.671, 1.660], [0.733, -1.604, -2.500]],
  "nbo_charge": [-0.015, 0.030, -0.381, 0.193, 0.502, -0.522, -0.561, -0.278, 0.219, 0.231, 0.258, 0.324]
}

***

Entry 5:
{
  "formula": "C18H29ClNO2P2Rh",
  "method": "the ωB97M-V functional and the def2-TZVPD basis",
  "spin_multiplicity": 5,
  "gap_ev": [7.38, 5.06],
  "charge": 2,
  "e_homo_ev": [-13.03, -14.34],
  "energy_ev": -58812.9552,
  "lumo_ev": [-5.65, -9.29],
  "e_above_lowest_kj_mol": 0.00,
  "symbols": ["Rh", "P", "C", "C", "N", "C", "C", "C", "C", "C", "P", "H", "H", "H", "H", "H", "H", "H", "H", "O", "H", "H", "O", "H", "C", "H", "H", "H", "C", "H", "H", "H", "C", "H", "H", "H", "C", "H", "H", "H", "Cl", "C", "C", "C", "C", "C", "C", "C", "H", "H", "H", "H", "H", "H"],
  "xyz": [[0.071, -0.141, 0.034], [2.179, -0.810, 0.004], [2.490, -1.059, -1.795], [1.209, -1.509, -2.451], [0.046, -1.153, -1.880], [-1.138, -1.377, -2.469], [-1.205, -2.211, -3.587], [-0.027, -2.702, -4.148], [1.191, -2.316, -3.592], [-2.352, -0.664, -1.922], [-1.790, 0.688, -0.812], [2.153, -2.620, -3.998], [-2.195, -2.430, -3.980], [-0.062, -3.366, -5.019], [-2.969, -0.238, -2.723], [-2.993, -1.344, -1.347], [2.803, -0.079, -2.205], [3.299, -1.791, -1.927], [1.117, 3.621, -1.856], [1.705, 2.919, -2.237], [2.337, 3.401, -2.796], [-0.002, 4.464, -0.036], [-0.041, 4.544, -1.007], [-0.729, 5.205, -1.185], [-1.522, 2.084, -1.921], [-2.395, 2.208, -2.581], [-1.372, 2.983, -1.307], [-0.606, 1.950, -2.508], [-3.091, 1.122, 0.342], [-2.829, 2.079, 0.816], [-4.039, 1.221, -0.198], [-3.180, 0.363, 1.129], [2.481, -2.424, 0.800], [3.527, -2.729, 0.675], [2.245, -2.359, 1.869], [1.826, -3.182, 0.353], [3.382, 0.393, 0.590], [3.107, 0.676, 1.613], [4.384, -0.056, 0.582], [3.341, 1.280, -0.053], [-3.281, -1.431, 3.213], [-1.835, -0.664, 3.751], [-1.803, -0.117, 5.033], [-0.648, 0.530, 5.495], [0.459, 0.644, 4.654], [0.422, 0.094, 3.371], [-0.690, -0.621, 2.914], [-0.657, -1.329, 1.591], [-2.686, -0.205, 5.665], [-0.627, 0.934, 6.508], [1.360, 1.159, 4.989], [1.275, 0.210, 2.699], [0.002, -2.210, 1.618], [-1.647, -1.636, 1.228]],
  "nbo_charge": [0.705, 1.094, -0.762, 0.236, -0.533, 0.245, -0.217, -0.098, -0.216, -0.774, 1.119, 0.252, 0.252, 0.262, 0.283, 0.278, 0.296, 0.271, 0.500, -1.005, 0.485, 0.493, -0.960, 0.507, -0.990, 0.254, 0.280, 0.288, -0.965, 0.274, 0.279, 0.275, -0.957, 0.280, 0.270, 0.265, -0.963, 0.259, 0.268, 0.286, 0.042, -0.030, -0.205, -0.152, -0.223, -0.140, -0.133, -0.686, 0.253, 0.249, 0.238, 0.179, 0.246, 0.245]
}